No. 1
A molecular structure, C15H14BaN2O3S at a distorted geometry. Source: OMol25; level of theory: the ωB97M-V functional and the def2-TZVPD basis.

Element x y z (Å)
C (1.43442, 0.15593, -1.98550)
C (1.88051, 1.29773, -1.24792)
C (0.83853, 2.28178, -1.28941)
C (-0.25903, 1.73084, -2.02338)
C (0.11514, 0.42464, -2.46397)
Ba (-0.16659, 0.46300, 0.83040)
C (1.80604, -1.53783, 1.60745)
C (1.14362, -2.43601, 0.70329)
C (1.94883, -3.47310, 0.17970)
N (-0.15547, -2.24125, 0.35081)
H (0.88224, 3.28682, -0.86335)
H (2.87228, 1.41979, -0.80363)
H (-1.19295, 2.23824, -2.26510)
H (-0.45718, -0.21230, -3.14181)
H (2.03877, -0.71917, -2.24345)
H (2.82315, -1.23184, 1.38513)
H (-0.51077, -2.91131, -0.34133)
H (1.30965, -1.14693, 2.49982)
H (3.00569, -3.47659, 0.43272)
H (1.52995, -4.16995, -0.53442)
O (-1.34864, 2.24162, 2.51380)
C (-2.47691, 1.91110, 2.07878)
N (-2.62861, 1.03203, 1.04843)
S (-4.19181, 0.63071, 0.62952)
O (-4.51190, 1.11102, -0.68685)
O (-4.48792, -0.73168, 0.98062)
C (-4.81895, 1.71858, 1.86160)
C (-6.16758, 1.91320, 2.11995)
C (-6.51366, 2.81048, 3.13506)
C (-5.50934, 3.46673, 3.86599)
C (-4.16798, 3.22547, 3.58415)
C (-3.81345, 2.34106, 2.56256)
H (-6.91861, 1.38204, 1.54055)
H (-7.56092, 3.00459, 3.36024)
H (-5.79842, 4.16849, 4.65613)
H (-3.38289, 3.71813, 4.14243)

Results
largest force on an atom	0.060	hartree/bohr
charge	-2

Atomic partial charges in e from the Löwdin method, atoms 1 to 6: -0.211 -0.293 -0.344 -0.281 -0.218 1.882


No. 2
A molecular structure, C15H14Cl3N5O2RbSSe. Source: OMol25; level of theory: the ωB97M-V functional and the def2-TZVPD basis.

Element x y z (Å)
Rb (1.20838, 0.48761, -0.24035)
Cl (-1.42783, -3.81648, 5.99992)
C (-0.92181, -2.62775, 4.81863)
C (-0.34109, -1.42988, 5.26481)
C (0.05968, -0.48703, 4.36555)
Cl (0.74800, 1.00200, 4.94075)
C (-0.06438, -0.64571, 2.92992)
O (0.30876, 0.23719, 2.12620)
C (-0.67091, -1.89377, 2.53745)
C (-0.84972, -2.24825, 1.14458)
O (-0.51462, -1.61007, 0.16119)
C (-1.08541, -2.84873, 3.48273)
H (-0.21425, -1.25292, 6.32450)
H (-1.37186, -3.21897, 0.99799)
H (-1.53437, -3.77220, 3.13499)
Se (-2.32631, 1.02991, -4.22516)
N (-1.28705, 0.79697, -5.64536)
C (-0.07127, 0.60844, -5.17738)
C (1.10365, 0.38962, -5.97461)
C (2.27504, 0.22343, -5.32689)
C (2.32370, 0.26349, -3.87938)
N (1.29326, 0.45332, -3.12625)
C (0.07934, 0.63194, -3.74200)
N (-1.02026, 0.84184, -3.04598)
H (1.02181, 0.36763, -7.05277)
H (3.19621, 0.05880, -5.86921)
H (3.26924, 0.12798, -3.35975)
Cl (3.94579, 1.78280, -0.45519)
C (4.44525, -0.01461, -0.40794)
H (4.97109, -0.13893, 0.54304)
H (5.17870, -0.13461, -1.21370)
C (-2.68289, 0.32607, 0.73491)
N (-2.15363, 1.48136, 0.03912)
C (-1.58097, 2.52632, 0.66935)
N (-1.56176, 2.46466, 2.02694)
S (-0.96372, 3.84043, -0.16495)
H (-3.22796, -0.28891, 0.02180)
H (-3.38104, 0.65341, 1.50674)
H (-1.89808, -0.28205, 1.18956)
H (-1.87914, 1.38889, -0.92816)
H (-1.41424, 1.54976, 2.43387)
H (-0.98332, 3.17700, 2.44049)

Results
largest force on an atom	0.018	hartree/bohr
charge	-1
energy above the lowest of the compared OMol25 structures with the same formula, charge and spin	69.3	kJ/mol

Atomic partial charges in e from the Löwdin method, atoms 1 to 6: 0.816 0.605 -0.681 -0.141 -0.573 0.683


No. 3
2 unconnected molecules or ions with the total composition C15H14F3NO6 at a distorted geometry. Source: OMol25; level of theory: the ωB97M-V functional and the def2-TZVPD basis.

Element x y z (Å)
O (-4.44843, 2.26344, -0.58543)
C (-3.38755, 1.71988, 0.01768)
N (-3.59225, 0.72088, 1.17447)
C (-2.21920, 0.15484, 1.58242)
O (-1.99432, -0.80146, 2.48700)
C (-1.09557, 0.95222, 0.69391)
C (0.54230, 0.89040, 0.65690)
C (1.28197, -0.18844, 1.65928)
C (2.64724, -0.86028, 0.99131)
O (3.60425, -1.24878, 2.03939)
C (3.05666, -2.31630, 2.89399)
C (2.82975, -1.69393, 4.40617)
F (3.51987, -2.52812, 5.44003)
F (1.35587, -1.71988, 4.69356)
F (3.35672, -0.28022, 4.48298)
C (1.37206, 1.90914, -0.37765)
C (0.59382, 2.98253, -1.39567)
C (-1.07825, 3.02284, -1.39430)
C (-1.81248, 2.01317, -0.33000)
H (-4.07271, 1.31683, 1.88352)
H (1.45694, 0.22982, 2.74912)
H (0.51413, -1.09260, 1.79291)
H (2.27771, -1.85481, 0.46435)
H (3.13930, -0.19757, 0.16145)
H (2.08829, -2.82747, 2.44353)
H (3.86919, -3.18109, 2.99974)
H (2.56059, 1.90558, -0.44723)
H (1.20481, 3.70018, -2.12742)
H (-1.71723, 3.71785, -2.08800)
C (-1.76644, -1.46206, -4.23538)
C (-2.49095, -0.43640, -3.42538)
O (-1.45680, 0.18330, -2.68470)
C (-0.29854, -0.01184, -3.38041)
O (0.76164, 0.53177, -3.11928)
O (-0.48179, -0.89341, -4.40643)
H (-2.24304, -1.64122, -5.20305)
H (-1.66336, -2.41574, -3.70721)
H (-2.98104, 0.31889, -4.04879)
H (-3.23318, -0.88198, -2.75738)

Results
largest force on an atom	0.165	hartree/bohr
SMILES	O=C1NC(=O)c2c(CCOCC(F)(F)F)cccc21.O=C1OCCO1
charge	0
energy above the lowest of the compared OMol25 structures with the same formula, charge and spin	994.8	kJ/mol

Atomic partial charges in e from the Löwdin method, atoms 1 to 6: -0.038 -0.259 0.091 -0.226 -0.023 0.014


In the order shown, the computed LUMO values come out to 4.02, 0.73, -1.40 eV.
In the order shown, the computed HOMO-LUMO gap values come out to 2.243, 3.617, 7.654 eV.
In the order shown, the computed electronic energy values come out to -1338.84875, -5208.58923, -1385.32700 hartree.